This record from OMol25 describes the molecule CH4ClNP2 at a distorted geometry. The level of theory is wB97M-V/def2-TZVPD.

The value obtained for the HOMO energy is -0.322 hartree. As for the relative energy (zero: lowest compared OMol25 entry of this formula, charge and spin): 21.9 kcal/mol.

Cartesian coordinates (Å):
C1 1.26 1.35 -0.30
N1 -0.75 -0.29 -0.04
P1 -0.08 0.87 0.81
P2 -2.00 -1.51 0.82
Cl1 -0.85 -3.16 0.64
H1 2.19 0.56 -0.18
H2 1.25 1.46 -1.42
H3 1.79 2.30 0.05
H4 -2.81 -1.59 -0.38



This record from OMol25 describes a cluster of 2 separate species, C11H14N4 in total at a distorted geometry. The level of theory is wB97M-V/def2-TZVPD.

The value obtained for the HOMO energy is -0.253 hartree. As for the relative energy (zero: lowest compared OMol25 entry of this formula, charge and spin): 59.8 kcal/mol.

Cartesian coordinates (Å):
C1 1.54 -1.88 3.68
N1 1.61 -1.11 2.43
C2 2.82 -0.36 2.12
C3 0.53 -1.03 1.64
C4 0.41 -0.22 0.49
C5 -0.74 -0.28 -0.33
C6 -0.76 0.41 -1.60
C7 -1.48 -0.12 -2.70
C8 -1.53 0.55 -3.92
C9 -0.89 1.79 -4.07
C10 -0.12 2.31 -3.01
C11 -0.04 1.63 -1.80
H1 2.57 -1.97 4.05
H2 0.90 -1.39 4.44
H3 1.12 -2.88 3.45
H4 3.58 -0.71 2.83
H5 3.13 -0.58 1.08
H6 2.68 0.73 2.22
H7 -0.34 -1.62 1.96
H8 1.23 0.47 0.24
H9 -1.41 -1.12 -0.20
H10 -2.01 -1.08 -2.56
H11 -2.12 0.13 -4.75
H12 -0.93 2.32 -5.03
H13 0.38 3.27 -3.12
H14 0.52 2.04 -0.96
N2 -2.43 0.49 0.83
N3 -3.56 0.22 1.13
N4 -4.69 -0.02 1.45